DFT (ωB97M-V/def2-TZVPD) results for C35H28MoN6S3 as an isolated structure in a non-equilibrium geometry.

Output
* F_max: 1.75 eV/Å
* charge: +2
* ⟨S²⟩: 2.028
* orbital gap (alpha / beta): 5.579 / 5.633 eV
* ΔE to the lowest compared entry with this formula, charge and spin: 0.333 eV
* 2S+1: 3
* HOMO level (alpha / beta): -13.5 / -13.5 eV
* E_LUMO (alpha / beta): -7.9 / -7.8 eV

Last column: Löwdin spin population.
Cartesian coordinates (Å):
Mo 1.4075 -0.1224 1.0994  1.6126
S 1.3775 1.8707 -0.3441  0.0095
C -0.0592 1.8350 -1.2488  0.0146
N -0.2941 2.7170 -2.2024  0.0292
C -1.4781 2.5517 -3.0416  0.0020
C -2.6439 2.0961 -2.2016  0.0010
N -2.2703 0.8890 -1.4553  0.0002
C -3.3351 -0.0845 -1.1602  -0.0002
C -4.1856 0.3352 0.0235  0.0000
C -5.1430 1.3361 -0.1187  0.0000
C -5.9444 1.6927 0.9541  0.0000
C -5.8038 1.0425 2.1724  0.0001
C -4.8545 0.0423 2.3171  0.0000
C -4.0436 -0.3090 1.2482  0.0002
C -1.0606 0.7972 -0.9721  0.0117
S -0.6592 -0.5403 0.0585  0.0028
C 0.5210 3.9168 -2.4417  0.0022
C -0.2639 5.1402 -2.0181  0.0011
C -0.7001 6.0655 -2.9582  0.0004
C -1.4506 7.1626 -2.5573  0.0001
C -1.7768 7.3299 -1.2205  0.0005
C -1.3416 6.4072 -0.2772  0.0000
C -0.5872 5.3153 -0.6740  0.0006
H -1.2622 1.8209 -3.8269  0.0010
H -1.7106 3.5077 -3.5046  0.0001
H -3.4877 1.8589 -2.8448  0.0000
H -2.9473 2.8782 -1.5006  0.0000
H -2.8806 -1.0525 -0.9687  -0.0002
H -3.9542 -0.1610 -2.0533  -0.0001
H -5.2927 1.8238 -1.0757  0.0000
H -6.6919 2.4649 0.8316  0.0000
H -6.4504 1.3023 2.9996  0.0000
H -4.7546 -0.4775 3.2607  0.0000
H -3.3170 -1.1041 1.3606  0.0001
H 0.7537 3.9589 -3.5070  0.0006
H 1.4504 3.8291 -1.8895  0.0004
H -0.4343 5.9440 -4.0026  0.0000
H -1.7761 7.8861 -3.2925  0.0000
H -2.3668 8.1824 -0.9118  0.0000
H -1.5829 6.5458 0.7683  0.0000
H -0.2286 4.6087 0.0680  0.0003
N 4.7720 -9.8423 0.4303  -0.0002
C 4.4387 -8.7468 0.5180  0.0000
C 4.0122 -7.3842 0.6316  -0.0004
C 2.7147 -7.0992 1.0571  0.0001
C 2.3015 -5.7862 1.1661  -0.0002
C 3.1643 -4.7380 0.8305  -0.0001
C 4.4622 -5.0348 0.4059  -0.0007
C 4.8890 -6.3456 0.3187  0.0003
C 2.6996 -3.3470 0.9547  -0.0045
C 2.1487 -2.9475 2.1684  0.0114
C 2.1748 -3.6306 3.4020  0.0487
C 1.5111 -2.8374 4.3253  0.0156
C 1.1031 -1.6967 3.6437  0.0379
N 1.4851 -1.7307 2.3424  0.0330
C 2.8674 -2.4716 -0.1385  0.0060
C 3.3610 -2.8135 -1.4005  -0.0057
C 3.5826 -1.6311 -2.1094  -0.0033
C 3.1976 -0.5997 -1.2834  0.0044
N 2.7118 -1.0683 -0.0911  0.0080
H 2.0427 -7.9099 1.3021  0.0000
H 1.2884 -5.5681 1.4785  0.0000
H 5.1542 -4.2328 0.1838  0.0000
H 5.9019 -6.5731 0.0166  0.0000
H 2.6615 -4.5736 3.5906  0.0022
H 1.3504 -3.0419 5.3706  0.0002
H 0.5236 -0.8764 4.0365  0.0013
H 3.5288 -3.8165 -1.7566  -0.0001
H 3.9807 -1.5341 -3.1058  0.0000
H 3.2743 0.4566 -1.4747  -0.0006
S 1.4516 3.0856 4.4127  0.1021
C 1.4081 1.9568 3.3565  0.0472
N 1.3593 1.0752 2.5251  0.0065



DFT (ωB97M-V/def2-TZVPD) results for a 3-piece molecular cluster, C4H10N2O2 overall in a non-equilibrium geometry.

Output
* F_max: 4.69 eV/Å
* charge: 0
* orbital gap: 7.101 eV
* ΔE to the lowest compared entry with this formula, charge and spin: 6.833 eV
* HOMO level: -8.0 eV
* E_LUMO: -0.9 eV

Last column: Löwdin charge in e.
Cartesian coordinates (Å):
C 0.4796 -2.7849 0.1067  -0.0334
C 0.2145 -1.3392 -0.2390  -0.3960
C 0.7725 -0.6708 -1.4279  -0.0150
N -0.1066 0.5020 -1.4570  -0.0228
C -0.9125 0.0890 -0.4532  -0.1061
N -0.4605 -0.5950 0.7220  0.0614
H 1.3159 -3.2243 -0.4547  0.0818
H 0.7008 -2.9315 1.2078  0.1044
H -0.4035 -3.2776 -0.2491  0.0713
H 0.9591 -0.9681 -2.4457  0.0950
H 0.4720 1.2829 -1.2677  0.0895
H -1.9663 -0.1716 -0.7600  0.1600
H 0.5009 3.5658 -0.5151  0.0114
H -0.4710 2.8240 0.5573  0.0200
O -0.3328 3.6018 -0.0639  -0.0843
H -0.8474 1.5709 2.7409  0.0608
H 0.1048 0.8349 1.7650  -0.0063
O -0.0195 1.6915 2.2337  -0.0917



DFT (ωB97M-V/def2-TZVPD) results for C29H22BCl5IN8O2Ti as an isolated structure.

Output
* F_max: 0.11 eV/Å
* charge: 0
* ⟨S²⟩: 0.753
* orbital gap (alpha / beta): 8.004 / 8.224 eV
* ΔE to the lowest compared entry with this formula, charge and spin: 0.118 eV
* 2S+1: 2
* HOMO level (alpha / beta): -8.2 / -8.4 eV
* E_LUMO (alpha / beta): -0.2 / -0.2 eV

Last column: Löwdin spin population.
Cartesian coordinates (Å):
Ti 0.2251 -0.5074 0.7365  0.9443
C -0.3858 -2.3804 -3.1448  0.0002
C -0.1701 -1.2622 -2.3473  0.0022
N 0.0662 -1.6275 -1.0851  0.0088
N 0.0071 -2.9774 -1.0531  0.0055
C -0.2598 -3.4485 -2.2747  0.0006
B 0.3565 -3.7657 0.2257  0.0012
N -0.6304 -3.4364 1.3666  0.0040
C -1.3686 -4.2693 2.1167  0.0018
C -1.9040 -3.5514 3.1666  0.0004
C -1.4257 -2.2534 2.9759  0.0023
N -0.6560 -2.1965 1.8961  0.0056
N 1.7350 -3.3031 0.7198  0.0012
C 2.7721 -4.0543 1.1137  0.0001
C 3.6731 -3.2433 1.7717  0.0002
C 3.0832 -1.9797 1.7395  0.0019
N 1.9156 -2.0164 1.1005  0.0026
H -0.6022 -2.4102 -4.1975  0.0000
H -0.1706 -0.2202 -2.6150  0.0001
H -0.3342 -4.5097 -2.4418  0.0002
H 0.3429 -4.9410 -0.0086  0.0000
H -1.4495 -5.3106 1.8541  0.0002
H -2.5455 -3.9100 3.9516  0.0000
H -1.6141 -1.3647 3.5550  0.0001
H 2.7877 -5.1104 0.9019  0.0000
H 4.6173 -3.5185 2.2061  0.0001
H 3.4524 -1.0526 2.1413  0.0000
C -3.9803 -1.5928 0.8767  0.0000
C -3.7511 -0.5986 -0.2169  -0.0001
N -4.6688 -0.4509 -1.1465  0.0004
C -4.4769 0.4350 -2.1396  -0.0006
C -3.3611 1.2282 -2.2435  0.0001
C -3.2095 2.2256 -3.3706  0.0000
O -4.3346 2.3095 -4.2195  0.0000
C -2.3490 1.0607 -1.2731  0.0000
C -1.1645 1.8923 -1.2859  0.0029
N -0.0388 1.6008 -0.7460  0.0004
C 0.9074 2.6719 -0.8273  0.0000
C 1.9101 2.6213 -1.7878  -0.0002
C 2.8623 3.6229 -1.8689  0.0000
C 2.8230 4.6903 -0.9853  -0.0002
C 1.8051 4.7740 -0.0485  0.0000
C 0.8398 3.7776 0.0194  -0.0002
I -0.7391 4.0215 1.3661  0.0001
C -2.5358 0.1383 -0.2438  0.0011
O -1.6375 -0.0405 0.6974  -0.0016
H -4.9879 -1.9924 0.7909  0.0000
H -3.8428 -1.1341 1.8565  0.0000
H -3.2608 -2.4123 0.8112  0.0000
H -5.2595 0.4889 -2.8844  0.0000
H -2.3755 1.9376 -4.0146  0.0000
H -2.9680 3.2140 -2.9610  0.0000
H -5.0714 2.6761 -3.7199  0.0000
H -1.2580 2.8588 -1.7859  -0.0001
H 1.9453 1.7696 -2.4539  0.0000
H 3.6454 3.5561 -2.6123  0.0000
H 3.5780 5.4642 -1.0232  0.0000
H 1.7541 5.6168 0.6274  0.0000
Cl 0.1063 0.9505 3.3697  0.0040
C 1.5717 1.4755 2.5630  0.0056
C 1.8811 0.7994 1.4033  -0.0060
C 3.0823 1.1454 0.8016  0.0044
Cl 3.6045 0.2512 -0.6000  0.0028
C 3.8998 2.1599 1.2929  -0.0014
Cl 5.3890 2.5530 0.5231  -0.0009
C 3.5044 2.8623 2.4351  0.0062
Cl 4.4653 4.1604 3.0257  0.0020
C 2.3328 2.5064 3.0996  -0.0014
Cl 1.8453 3.3264 4.5278  -0.0009



DFT (ωB97M-V/def2-TZVPD) results for a 7-piece molecular cluster, C30H62NO10P2 overall in a non-equilibrium geometry.

Output
* F_max: 1.42 eV/Å
* charge: +1
* orbital gap: 7.651 eV
* HOMO level: -11.0 eV
* E_LUMO: -3.3 eV

Last column: Löwdin charge in e.
Cartesian coordinates (Å):
C 0.0462 0.7193 0.3008  -0.0536
O -0.3538 -0.1388 -0.7655  -0.1767
C -1.7097 -0.4676 -0.7695  -0.2256
C -1.8217 -2.0002 -0.5196  -0.5711
P -3.5405 -2.6834 -0.3370  0.9691
P -4.7853 -0.9493 0.1578  0.2384
O -4.1044 0.0859 0.9491  -0.3113
O -5.4394 -0.4754 -1.2075  -0.1274
O -6.0074 -1.5981 0.9265  -0.1439
C -0.8647 -2.2583 0.5875  -0.0065
N 0.0102 -3.1465 0.3291  0.1688
C -0.2663 -3.8009 -0.9689  -0.0848
C -1.0962 -2.7450 -1.7029  -0.1274
H 0.9431 1.2596 0.0190  0.0874
H 0.3478 0.0973 1.1521  0.0770
H -0.7350 1.3896 0.6509  0.0859
H -2.3031 0.0875 -0.0445  0.0827
H -2.1258 -0.2654 -1.7627  0.1392
H -3.5008 -3.3377 0.9076  -0.0407
H -4.7570 -0.3295 -1.8739  0.0795
H -6.0441 -1.2080 1.8083  0.0944
H -0.9057 -1.6558 1.4853  0.1675
H 0.7757 -3.3501 0.9595  0.1857
H 0.5765 -4.2651 -1.4643  0.1362
H -0.9603 -4.6099 -0.7103  0.1031
H -1.7668 -3.3080 -2.3471  0.1052
H -0.5142 -2.0568 -2.3080  0.1232
C -2.0862 6.0679 -0.1828  -0.1614
C -3.1350 5.5367 0.7923  -0.1653
C -3.0107 4.0328 0.5921  -0.2092
O -1.6422 3.7847 0.2486  -0.1643
C -0.9862 5.0243 -0.0548  -0.1973
H -1.7399 7.0733 0.0490  0.1146
H -2.4875 6.0711 -1.1984  0.1156
H -2.8650 5.8044 1.8160  0.1162
H -4.1412 5.9049 0.5989  0.1101
H -3.6461 3.6867 -0.2312  0.1106
H -3.2641 3.4609 1.4857  0.1155
H -0.3038 5.2625 0.7680  0.1137
H -0.3990 4.9090 -0.9654  0.1205
C -7.1991 3.0065 0.5730  -0.1611
C -7.6397 4.0670 1.5801  -0.1656
C -8.4393 3.2350 2.5750  -0.1978
O -7.8424 1.9347 2.5803  -0.1372
C -6.9356 1.8154 1.4832  -0.2182
H -6.3250 3.2899 -0.0123  0.1005
H -8.0148 2.7833 -0.1179  0.1173
H -6.7667 4.5050 2.0695  0.1099
H -8.2241 4.8736 1.1411  0.1133
H -9.4843 3.1397 2.2631  0.1190
H -8.4165 3.6411 3.5861  0.1180
H -5.9131 1.8321 1.8710  0.1041
H -7.1065 0.8608 0.9848  0.0962
C -3.4735 -7.9610 -0.9048  -0.1592
C -2.7706 -8.4688 0.3533  -0.1595
C -1.7352 -7.3806 0.5951  -0.1961
O -2.3152 -6.1597 0.1063  -0.2096
C -3.4938 -6.4604 -0.6626  -0.2163
H -4.4692 -8.3749 -1.0480  0.1181
H -2.8766 -8.1946 -1.7887  0.1177
H -3.4756 -8.5108 1.1855  0.1182
H -2.3226 -9.4532 0.2372  0.1174
H -0.8144 -7.5775 0.0362  0.1182
H -1.4827 -7.2577 1.6481  0.1182
H -4.3693 -6.1582 -0.0794  0.1164
H -3.4701 -5.8720 -1.5813  0.1060
C 5.3995 -0.8129 0.5613  -0.1592
C 4.7258 -0.7111 -0.8035  -0.1590
C 3.3619 -1.3205 -0.5218  -0.2099
O 3.0601 -1.0268 0.8497  -0.1744
C 4.2382 -0.5313 1.5041  -0.1917
H 6.2252 -0.1165 0.6939  0.1154
H 5.7794 -1.8250 0.7165  0.1182
H 4.6164 0.3379 -1.0895  0.1175
H 5.2686 -1.2237 -1.5934  0.0980
H 3.3835 -2.4106 -0.6473  0.1117
H 2.5721 -0.9127 -1.1568  0.1099
H 4.1152 0.5442 1.6723  0.1095
H 4.3412 -1.0228 2.4716  0.1177
C 9.9223 -1.3550 -2.5674  -0.1662
C 9.2457 -1.2434 -3.9316  -0.1665
C 7.8827 -1.8604 -3.6511  -0.2015
O 7.5853 -1.5737 -2.2798  -0.1694
C 8.7595 -1.0828 -1.6240  -0.2063
H 10.7477 -0.6595 -2.4285  0.1140
H 10.3010 -2.3681 -2.4180  0.1154
H 9.1353 -0.1935 -4.2105  0.1150
H 9.7811 -1.7527 -4.7305  0.1134
H 7.9033 -2.9471 -3.7840  0.1177
H 7.0922 -1.4498 -4.2805  0.1164
H 8.6368 -0.0087 -1.4457  0.1179
H 8.8654 -1.5836 -0.6610  0.1162
C 3.3287 5.3990 2.3871  -0.1662
C 3.7131 3.9623 2.0429  -0.1728
C 2.9606 3.7507 0.7361  -0.2174
O 2.8953 5.0211 0.0921  -0.1445
C 3.2933 6.0461 1.0096  -0.1991
H 4.0238 5.8900 3.0655  0.1135
H 2.3355 5.4220 2.8413  0.1125
H 4.7898 3.8910 1.8740  0.1149
H 3.4404 3.2386 2.8101  0.1086
H 1.9346 3.4050 0.9167  0.1040
H 3.4553 3.0361 0.0746  0.1105
H 4.2826 6.4111 0.7163  0.1189
H 2.5872 6.8742 0.9456  0.1161